1.
{"formula": "C22H55F3N3O6P", "method": "wB97M-V/def2-TZVPD", "lumo_energy_ev": 0.72, "gap_ev": 8.105, "e_above_lowest_kcal_mol": 0.00, "symbols": ["P", "F", "F", "F", "O", "O", "O", "O", "O", "O", "N", "N", "N", "C", "C", "C", "C", "C", "C", "C", "C", "C", "C", "C", "C", "C", "C", "C", "C", "C", "C", "C", "C", "C", "C", "H", "H", "H", "H", "H", "H", "H", "H", "H", "H", "H", "H", "H", "H", "H", "H", "H", "H", "H", "H", "H", "H", "H", "H", "H", "H", "H", "H", "H", "H", "H", "H", "H", "H", "H", "H", "H", "H", "H", "H", "H", "H", "H", "H", "H", "H", "H", "H", "H", "H", "H", "H", "H", "H", "H"], "xyz": [[-0.090, -1.626, -2.283], [3.758, -0.416, 0.694], [4.175, 0.936, 2.298], [5.303, 1.042, 0.575], [-0.414, -1.707, -0.817], [-0.265, -0.166, -3.033], [1.709, 1.748, 0.627], [-0.990, -2.580, -3.258], [1.489, -2.054, -2.652], [3.227, 1.616, -1.068], [-0.318, -1.467, 3.300], [-2.837, 1.429, 0.361], [-0.478, 0.089, 1.101], [0.364, -2.762, 2.776], [0.452, -0.856, 4.474], [3.048, 1.858, 0.307], [-3.160, 2.499, 2.585], [1.656, -2.493, 2.120], [4.088, 0.826, 0.964], [-3.917, -0.721, -0.206], [2.500, -1.613, -1.784], [3.123, -2.878, -1.059], [-3.749, 1.721, 1.462], [-3.498, 0.660, -0.703], [-0.157, 2.114, -3.541], [0.439, 0.982, -2.732], [4.300, 1.838, -3.256], [-0.839, -2.670, -4.655], [-3.269, 3.599, -0.821], [4.215, 2.372, -1.783], [-2.534, -0.707, 4.266], [0.625, 0.619, 4.278], [0.114, -3.822, -5.085], [-1.716, -1.793, 3.621], [-2.214, 2.594, -0.251], [-1.627, 3.105, 0.512], [-2.370, -2.107, 2.808], [0.531, 1.144, -1.658], [-3.120, -1.253, 0.313], [-4.673, -0.808, 0.574], [-2.131, -0.435, 5.242], [-3.915, 4.093, -0.096], [3.241, -1.248, -2.495], [3.407, 2.858, 0.549], [-2.817, 0.628, -1.553], [-1.844, -2.786, -5.060], [-1.779, -2.738, 4.160], [2.419, -2.250, 2.860], [-0.109, -0.945, 5.404], [-2.700, 4.391, -1.308], [-0.471, -0.600, 0.362], [-0.190, -3.347, 2.041], [-0.449, -1.723, -5.028], [1.613, -1.753, 1.320], [1.458, -1.224, 4.672], [0.218, -3.955, -6.162], [3.903, -3.277, -1.706], [-0.360, 1.009, 4.021], [2.060, -3.419, 1.711], [-4.203, 0.829, 1.893], [2.242, -0.753, -1.167], [2.455, -3.730, -0.933], [-4.082, -1.428, -1.019], [-3.763, 2.369, 3.484], [0.270, 0.763, 1.030], [-4.383, 1.154, -1.104], [3.621, -2.535, -0.152], [1.152, -3.796, -4.755], [1.357, 0.810, 3.493], [3.605, 2.331, -3.936], [0.941, 1.050, 5.227], [-2.123, 2.319, 2.865], [-3.540, -0.983, 4.584], [-0.290, -0.376, 1.977], [0.426, 3.035, -3.568], [-1.516, 2.219, -1.000], [3.953, 3.429, -1.828], [-0.312, 1.930, -4.604], [4.171, 0.757, -3.201], [-1.323, 0.641, 1.053], [-1.100, 2.355, -3.051], [1.468, 0.820, -3.051], [-2.551, 0.226, 3.704], [-4.610, 2.232, 1.032], [5.215, 2.243, -1.369], [-3.142, 3.569, 2.377], [5.330, 1.959, -3.591], [-0.303, -4.774, -4.756], [-3.890, 3.152, -1.597], [0.487, -3.384, 3.662]], "lowdin_charge": [0.64, 0.15, 0.12, 0.17, -0.25, -0.19, -0.23, -0.18, -0.20, -0.13, -0.17, -0.23, 0.29, -0.22, -0.22, -0.44, -0.10, -0.11, -0.63, -0.08, -0.27, -0.05, -0.26, -0.23, -0.05, -0.31, -0.06, -0.26, -0.06, -0.23, -0.09, -0.08, -0.06, -0.27, -0.22, 0.12, 0.11, 0.10, 0.05, 0.07, 0.07, 0.07, 0.11, 0.14, 0.11, 0.12, 0.11, 0.08, 0.10, 0.07, 0.03, 0.12, 0.11, 0.06, 0.11, 0.07, 0.07, 0.05, 0.08, 0.10, 0.09, 0.07, 0.08, 0.08, 0.05, 0.10, 0.05, 0.07, 0.07, 0.06, 0.08, 0.07, 0.08, 0.04, 0.08, 0.09, 0.11, 0.08, 0.05, 0.07, 0.05, 0.10, 0.04, 0.11, 0.10, 0.07, 0.07, 0.07, 0.06, 0.11]}

***

2.
{"formula": "C12H19O5P", "method": "wB97M-V/def2-TZVPD", "smiles": "CCOP(=O)(Cc1ccc(C(=O)CC)o1)OCC", "lumo_energy_ev": 0.54, "gap_ev": 9.249, "e_above_lowest_kcal_mol": 2.61, "symbols": ["P", "O", "O", "O", "O", "O", "C", "C", "C", "C", "C", "C", "C", "C", "C", "C", "C", "C", "H", "H", "H", "H", "H", "H", "H", "H", "H", "H", "H", "H", "H", "H", "H", "H", "H", "H", "H"], "xyz": [[-0.328, -0.251, 2.086], [-1.206, 0.199, 0.834], [-0.451, -1.855, 2.030], [0.969, -0.111, -4.429], [-0.719, 0.321, 3.378], [1.116, 0.494, -0.932], [-2.694, 2.005, 0.295], [1.047, -2.735, 3.736], [1.619, -1.478, -1.850], [-2.531, 0.688, 1.034], [1.360, 0.139, 1.447], [1.776, -1.577, -0.457], [0.882, 0.467, -3.367], [-0.382, -2.591, 3.244], [1.208, -0.188, -2.104], [1.456, -0.345, 0.053], [0.431, 1.906, -3.227], [0.054, 2.521, -4.566], [1.478, 1.221, 1.489], [-3.709, 2.372, 0.419], [1.073, -3.389, 4.604], [1.778, -2.240, -2.585], [1.676, -3.156, 2.955], [-2.707, 0.823, 2.106], [-3.229, -0.061, 0.647], [-2.493, 1.865, -0.764], [-0.413, 1.928, -2.533], [2.101, -0.337, 2.086], [-0.262, 3.554, -4.437], [-0.985, -2.085, 4.005], [1.433, -1.758, 4.020], [-0.821, -3.566, 3.016], [1.244, 2.467, -2.758], [0.903, 2.492, -5.243], [2.082, -2.438, 0.101], [-1.998, 2.741, 0.689], [-0.757, 1.958, -5.022]], "lowdin_charge": [0.52, -0.20, -0.20, 0.10, -0.25, 0.08, -0.06, -0.07, 0.04, -0.27, -0.10, 0.00, -0.35, -0.28, -0.19, -0.33, -0.17, -0.10, 0.11, 0.08, 0.08, 0.12, 0.07, 0.11, 0.12, 0.07, 0.11, 0.10, 0.07, 0.11, 0.07, 0.12, 0.13, 0.08, 0.11, 0.08, 0.08]}

***

3.
{"formula": "C6H14FeN3", "method": "wB97M-V/def2-TZVPD", "multiplicity": 5, "lumo_energy_ev": [3.54, 3.58], "gap_ev": [3.571, 5.225], "total_charge": -1, "e_above_lowest_kcal_mol": 1.89, "symbols": ["Fe", "N", "N", "N", "C", "C", "C", "C", "C", "C", "H", "H", "H", "H", "H", "H", "H", "H", "H", "H", "H", "H", "H", "H"], "xyz": [[0.553, -0.932, -0.739], [-0.825, 1.915, -1.102], [-0.917, -2.354, -0.086], [0.168, 0.540, 0.468], [0.114, 1.087, 2.822], [-0.931, 2.561, 1.231], [-0.626, 2.249, 2.545], [0.510, 0.263, 1.766], [-0.516, 1.686, 0.207], [1.130, -1.907, -2.620], [1.118, -0.651, 1.911], [2.191, -0.505, -0.966], [-0.707, -2.690, 0.859], [-0.965, -3.174, -0.701], [0.154, -1.665, -3.067], [-1.844, -1.925, -0.071], [1.129, -2.965, -2.306], [-1.491, 3.447, 0.945], [-1.301, 2.764, -1.350], [2.165, -0.996, -1.711], [1.890, -1.777, -3.398], [0.386, 0.802, 3.839], [-0.942, 2.893, 3.364], [-0.442, 1.335, -1.841]], "lowdin_charge": [0.20, 0.08, 0.00, -0.11, -0.17, -0.14, -0.21, -0.24, -0.43, -0.33, 0.07, -0.01, 0.04, 0.04, -0.07, 0.05, -0.06, 0.07, 0.07, 0.00, -0.05, 0.07, 0.06, 0.06]}

***

4.
{"formula": "C37H49ClN2O7PPbS", "method": "wB97M-V/def2-TZVPD", "lumo_energy_ev": 2.05, "gap_ev": 6.633, "total_charge": -1, "e_above_lowest_kcal_mol": 0.00, "symbols": ["Pb", "Cl", "S", "P", "O", "O", "O", "O", "O", "O", "O", "N", "N", "C", "C", "C", "C", "C", "C", "C", "C", "C", "C", "C", "C", "C", "C", "C", "C", "C", "C", "C", "C", "C", "C", "C", "C", "C", "C", "C", "C", "C", "C", "C", "C", "C", "C", "C", "C", "C", "H", "H", "H", "H", "H", "H", "H", "H", "H", "H", "H", "H", "H", "H", "H", "H", "H", "H", "H", "H", "H", "H", "H", "H", "H", "H", "H", "H", "H", "H", "H", "H", "H", "H", "H", "H", "H", "H", "H", "H", "H", "H", "H", "H", "H", "H", "H", "H", "H"], "xyz": [[0.668, -0.990, 2.205], [-1.696, 4.089, 7.300], [2.253, 1.558, 2.304], [0.440, 0.217, -1.508], [2.761, 2.263, 1.126], [0.745, 1.295, 2.083], [0.374, -0.650, 4.531], [2.452, 2.251, 3.557], [0.306, -0.719, -0.335], [2.797, 0.145, 2.351], [1.589, -4.243, 2.160], [-1.745, -2.721, 1.518], [-1.812, -0.271, 2.699], [4.761, 0.815, -2.958], [1.498, -4.664, 3.292], [-1.300, 1.058, 4.663], [-0.831, 2.304, -0.289], [-0.097, 0.403, 5.074], [0.473, 1.947, -1.010], [0.099, 2.076, 6.851], [-3.293, -2.022, -0.213], [-2.274, -4.191, -0.303], [0.795, -3.861, 4.357], [-3.119, -3.274, -0.847], [-1.168, -1.574, -2.900], [-4.126, -1.011, -0.754], [-0.826, -1.824, -4.363], [1.971, -0.234, -2.371], [2.377, 0.502, -3.660], [-1.031, -0.073, -2.544], [2.086, -6.014, 3.640], [-4.211, 0.197, -0.127], [-0.670, 3.615, 0.484], [4.103, 0.912, -1.574], [-1.815, -1.100, -5.287], [-1.601, -3.856, 0.894], [-2.115, 0.626, 3.565], [-3.472, 0.451, 1.048], [-2.575, -1.788, 0.977], [-2.671, -0.510, 1.616], [0.181, 4.638, -0.285], [-1.778, 2.181, 5.369], [-2.319, 0.214, -4.670], [3.828, 0.160, -3.985], [3.129, -0.230, -1.328], [0.153, 4.349, -1.779], [0.829, 3.008, -2.077], [0.571, 0.972, 6.202], [-1.259, 0.832, -3.764], [-1.096, 2.684, 6.436], [2.291, 1.582, -3.545], [1.718, 0.222, -4.484], [-0.824, -2.895, -4.580], [0.578, 2.694, -3.092], [-0.558, -2.182, -2.229], [0.651, 5.140, -2.347], [-2.613, 0.913, -5.455], [5.031, 1.817, -3.305], [-2.699, 2.653, 5.048], [-3.092, 1.123, 3.501], [-2.201, -1.889, -2.719], [1.913, 3.153, -2.056], [-4.666, -1.208, -1.673], [3.655, -1.187, -1.381], [-1.820, 0.157, -1.814], [-0.198, 3.383, 1.438], [1.269, 1.954, -0.249], [1.502, 0.509, 6.498], [-2.101, -5.152, -0.769], [2.048, -6.236, 4.704], [-1.339, -0.898, -6.250], [3.939, -0.929, -3.964], [2.750, -0.158, -0.307], [4.085, 0.478, -4.999], [-4.820, 0.988, -0.545], [0.636, -4.421, 5.278], [-0.167, 5.654, -0.084], [-1.097, 1.509, 0.400], [3.118, -6.046, 3.291], [1.215, 4.584, 0.067], [-1.661, 4.033, 0.699], [-3.652, -3.477, -1.769], [-3.484, 1.447, 1.468], [0.643, 2.493, 7.690], [-3.218, 0.028, -4.073], [-1.563, 1.826, -3.431], [3.576, 1.861, -1.450], [1.765, -1.278, -2.647], [0.191, -1.476, -4.556], [-2.666, -1.754, -5.497], [-0.886, 4.328, -2.128], [1.376, -2.966, 4.587], [-0.903, -4.561, 1.332], [-0.161, -3.505, 3.972], [4.853, 0.913, -0.783], [-0.340, 0.974, -4.340], [1.532, -6.779, 3.095], [-1.645, 2.384, -1.023], [5.697, 0.252, -2.895]], "lowdin_charge": [1.49, 0.59, 0.27, 0.81, -0.36, -0.52, -0.22, -0.33, -0.45, -0.52, 0.01, 0.09, 0.04, -0.19, -0.50, -0.13, -0.20, -0.38, -0.33, -0.11, -0.17, -0.05, -0.03, -0.05, -0.18, -0.06, -0.19, -0.32, -0.20, -0.32, -0.02, -0.08, -0.17, -0.19, -0.19, -0.13, -0.08, -0.03, -0.17, -0.21, -0.19, -0.08, -0.19, -0.20, -0.17, -0.20, -0.18, 0.00, -0.19, -0.67, 0.09, 0.09, 0.11, 0.08, 0.10, 0.11, 0.11, 0.10, 0.10, 0.12, 0.09, 0.10, 0.11, 0.12, 0.10, 0.10, 0.09, 0.12, 0.10, 0.07, 0.10, 0.11, 0.08, 0.10, 0.10, 0.08, 0.10, 0.08, 0.08, 0.11, 0.11, 0.11, 0.11, 0.10, 0.11, 0.11, 0.09, 0.12, 0.09, 0.10, 0.11, 0.08, 0.10, 0.07, 0.12, 0.10, 0.08, 0.11, 0.10]}

***

5.
{"formula": "C36H29F2N5O3P2Zr", "method": "wB97M-V/def2-TZVPD", "lumo_energy_ev": -5.61, "gap_ev": 8.296, "total_charge": 2, "e_above_lowest_kcal_mol": 0.00, "symbols": ["Zr", "P", "P", "F", "F", "O", "O", "O", "N", "N", "N", "N", "N", "C", "C", "C", "C", "C", "C", "C", "C", "C", "C", "C", "C", "C", "C", "C", "C", "C", "C", "C", "C", "C", "C", "C", "C", "C", "C", "C", "C", "C", "C", "C", "C", "C", "C", "C", "C", "H", "H", "H", "H", "H", "H", "H", "H", "H", "H", "H", "H", "H", "H", "H", "H", "H", "H", "H", "H", "H", "H", "H", "H", "H", "H", "H", "H", "H"], "xyz": [[-1.191, -0.644, -1.546], [-0.134, -0.164, 1.561], [1.741, 0.839, -0.560], [-0.833, 0.894, -3.362], [-2.380, -0.709, -3.364], [-2.827, -1.802, -0.995], [0.722, -0.047, -1.300], [-1.261, -0.134, 0.505], [-0.170, -2.596, -2.046], [-4.419, -3.404, -0.845], [-2.517, 1.261, -1.375], [-7.232, 1.823, -1.022], [-2.895, -6.415, -2.117], [-3.843, 1.137, -1.311], [-4.135, 3.507, -1.152], [-2.297, -3.941, -1.803], [-1.697, 0.844, 5.701], [-1.071, -3.334, -2.031], [-0.949, -0.463, -3.862], [-1.987, 2.493, -1.337], [2.303, 3.501, -3.500], [-0.008, -2.873, 1.263], [-6.104, 2.012, -1.111], [3.273, -0.034, -0.427], [4.587, -1.979, -0.914], [2.050, 3.598, -0.726], [-1.379, 1.431, 3.398], [4.357, 0.555, 0.226], [2.019, -1.828, 2.077], [-1.854, 1.749, 4.656], [1.039, 1.155, 1.092], [2.083, 2.331, -2.796], [-2.756, 3.632, -1.225], [-1.074, -0.377, 5.492], [-0.742, 0.202, 3.185], [-2.604, -5.307, -2.015], [0.708, -1.726, 1.608], [1.949, 2.383, -1.405], [5.551, -0.137, 0.316], [2.278, 4.763, -1.442], [3.381, -1.300, -1.002], [0.595, -4.116, 1.363], [1.903, -4.214, 1.819], [-4.686, 2.233, -1.194], [5.663, -1.401, -0.255], [2.400, 4.712, -2.824], [-3.204, -3.029, -1.212], [-0.591, -0.705, 4.233], [2.613, -3.074, 2.180], [1.817, 1.266, 1.850], [4.686, -2.958, -1.361], [-0.962, -1.076, 6.308], [-4.248, 0.135, -1.350], [2.371, -5.186, 1.900], [3.627, -3.158, 2.545], [-1.061, -0.373, -4.940], [-4.774, 4.376, -1.070], [-1.041, -2.795, 0.938], [-0.104, -1.657, 4.073], [-2.065, 1.096, 6.687], [6.602, -1.934, -0.191], [2.012, 1.385, -3.318], [1.966, 3.642, 0.354], [-1.518, 2.129, 2.580], [-2.347, 2.695, 4.827], [2.579, -0.946, 2.362], [2.531, -1.747, -1.502], [-4.732, -4.351, -0.995], [-5.046, -2.747, -0.410], [2.364, 5.708, -0.923], [0.045, -5.009, 1.097], [-0.908, 2.563, -1.428], [2.580, 5.623, -3.379], [0.450, 2.075, 1.062], [-2.284, 4.603, -1.209], [6.399, 0.310, 0.818], [4.277, 1.551, 0.651], [2.405, 3.472, -4.576]], "lowdin_charge": [1.85, 0.82, 0.84, -0.18, -0.22, -0.21, -0.51, -0.46, 0.09, 0.24, -0.07, 0.21, 0.19, -0.04, 0.04, -0.17, -0.04, -0.14, -0.10, -0.10, -0.04, -0.08, -0.15, -0.30, -0.05, -0.08, -0.07, -0.07, -0.08, -0.05, -0.26, -0.06, 0.00, -0.04, -0.28, -0.19, -0.32, -0.31, -0.05, -0.05, -0.06, -0.04, -0.03, -0.17, -0.04, -0.04, -0.43, -0.05, -0.04, 0.09, 0.12, 0.12, 0.12, 0.12, 0.12, 0.10, 0.14, 0.10, 0.11, 0.12, 0.12, 0.12, 0.11, 0.11, 0.12, 0.11, 0.10, 0.13, 0.14, 0.12, 0.12, 0.11, 0.12, 0.07, 0.13, 0.12, 0.12, 0.12]}

***

6.
{"formula": "C3H6O", "method": "wB97M-V/def2-TZVPD", "smiles": "C=COC", "lumo_energy_ev": 1.05, "gap_ev": 10.029, "e_above_lowest_kcal_mol": 73.44, "symbols": ["O", "C", "C", "C", "H", "H", "H", "H", "H", "H"], "xyz": [[-0.163, 0.234, 0.751], [0.317, 1.512, 0.230], [-0.180, -1.925, -0.088], [-0.228, -0.623, -0.276], [0.472, 1.540, -0.771], [-0.602, -1.886, 1.089], [1.288, 1.868, 0.541], [0.097, -0.240, -1.149], [-0.574, 2.207, 0.366], [-0.428, -2.688, -0.693]], "lowdin_charge": [-0.11, -0.06, 0.04, -0.32, 0.03, 0.14, 0.09, 0.07, 0.12, 0.00]}